No. 1
C40H54F17N4O26S | ωB97M-V/def2-TZVPD

XYZ file:
```
142
C40H54F17N4O26S, DFT ωB97M-V/def2-TZVPD
C 6.6024 1.0674 1.5150
C 6.3565 2.4971 1.1022
O 4.9346 2.7595 1.1884
C 4.5400 3.9985 0.9064
O 5.2479 4.8367 0.4241
C 3.0754 4.2023 1.1931
C 2.2489 3.8551 -0.0633
C 1.7112 2.4264 -0.0424
C 0.9550 2.0272 -1.3200
C 0.5251 3.1706 -2.2367
N -0.5312 2.5347 -3.1335
C -0.7618 1.1520 -2.6193
C -0.3363 1.1582 -1.1580
C -1.3054 1.8842 -0.1871
C -2.7727 1.8969 -0.6153
C -3.6446 2.7148 0.3310
F -3.0257 2.9053 1.5175
F -3.8734 3.9319 -0.2206
C -4.9933 1.9826 0.6001
F -4.7093 0.8654 1.2971
F -5.4882 1.6074 -0.6024
S -6.3878 2.9314 1.4885
F -6.1691 2.1171 2.8185
F -7.4138 1.8372 0.9903
F -6.6201 3.7711 0.1627
F -5.3819 4.0334 2.0146
F -7.5649 3.7026 2.1633
C 0.1108 -0.2048 -0.6391
C -0.9413 -1.3094 -0.4037
N -0.1789 -2.5247 -0.2242
N -1.6429 -1.0742 0.8623
N -1.8595 -1.4023 -1.5627
H 5.9194 0.3889 1.0034
H 7.6143 0.8026 1.2065
H 6.5270 0.9328 2.5916
H 6.7063 2.6923 0.0886
H 6.8635 3.1975 1.7664
H 2.7664 3.5779 2.0321
H 2.9352 5.2444 1.4744
H 1.4208 4.5652 -0.1117
H 2.8971 4.0000 -0.9302
H 2.5517 1.7430 0.0897
H 1.0787 2.2974 0.8401
H 1.6259 1.4059 -1.9264
H 0.0199 3.9770 -1.7077
H 1.3122 3.6110 -2.8416
H -0.2493 2.4854 -4.1214
H -1.3893 3.0832 -3.1207
H -0.1098 0.4748 -3.1627
H -1.7818 0.8126 -2.7758
H -1.2549 1.3521 0.7620
H -0.9657 2.9051 -0.0010
H -3.1506 0.8769 -0.6527
H -2.9203 2.3415 -1.6006
H 0.8627 -0.6012 -1.3307
H 0.6034 -0.0495 0.3210
H -0.7823 -3.3326 -0.1016
H 0.4440 -2.7022 -1.0021
H -1.6395 -1.9347 1.3941
H -2.6041 -0.7812 0.7438
H -1.9692 -2.3714 -1.8315
H -2.7805 -1.0327 -1.3655
C -0.0636 -4.0806 4.0168
C -1.0395 -4.6873 3.0283
O -0.1836 -5.2343 2.0522
C 1.0161 -5.5176 2.6424
O 1.8668 -6.1758 2.1545
O 1.0753 -4.9277 3.8594
F -1.8247 -3.7444 2.4237
H 0.1965 -3.0622 3.7204
H -0.4070 -4.0969 5.0464
H -1.6726 -5.4738 3.4305
C 11.7294 1.3410 -1.1439
C 10.5691 2.2681 -0.8323
O 9.7249 1.4406 -0.0573
C 10.4979 0.4873 0.5483
O 10.1294 -0.2018 1.4354
O 11.7251 0.4683 -0.0121
F 9.9045 2.6626 -1.9441
H 11.5192 0.7688 -2.0488
H 12.6900 1.8392 -1.2270
H 10.8334 3.1537 -0.2519
C 4.1028 7.2987 -1.9159
C 3.3365 6.5347 -2.9804
O 1.9988 6.9114 -2.7287
C 2.0064 8.1310 -2.1090
O 1.0438 8.8027 -1.9531
O 3.2553 8.4387 -1.7140
F 3.4320 5.1904 -2.8109
H 4.1619 6.7142 -0.9952
H 5.0955 7.6149 -2.2181
H 3.5966 6.7825 -4.0101
C -3.7581 -8.4862 0.9626
C -2.8572 -9.6974 1.1175
O -1.7722 -9.1699 1.8694
C -2.2374 -8.1264 2.5862
O -1.6695 -7.6219 3.5056
O -3.4465 -7.7400 2.1444
F -2.3985 -10.1516 -0.0695
H -3.4789 -7.9104 0.0811
H -4.8185 -8.7187 0.9465
H -3.2913 -10.5307 1.6715
C 0.3213 10.9206 0.6856
C 1.5102 11.8220 0.9542
O 1.1734 12.4099 2.1932
C 0.3280 11.5681 2.8541
O 0.0388 11.6580 3.9966
O -0.1161 10.6057 2.0091
F 1.6518 12.7903 0.0198
H -0.4590 11.4757 0.1623
H 0.5650 10.0167 0.1372
H 2.4640 11.3006 1.0577
C -2.8030 -9.2242 6.3910
C -3.9854 -8.9231 7.2923
O -5.0577 -8.8476 6.3696
C -4.7373 -9.5901 5.2787
O -5.4913 -9.8996 4.4175
O -3.4302 -9.9307 5.3157
F -3.8629 -7.7357 7.9281
H -2.3660 -8.3011 6.0067
H -2.0342 -9.8383 6.8490
H -4.2083 -9.6927 8.0329
C -6.9285 -6.5934 -3.0362
C -6.0539 -7.8303 -2.9395
O -4.9346 -7.3489 -2.2117
C -5.3322 -6.2811 -1.4685
O -4.6946 -5.7990 -0.5915
O -6.5544 -5.8681 -1.8607
F -5.6424 -8.2701 -4.1466
H -6.6599 -6.0142 -3.9208
H -7.9944 -6.7963 -3.0279
H -6.4975 -8.6640 -2.3929
C -0.7542 -1.9506 -6.0770
C -1.8181 -1.0699 -6.7067
O -1.5414 0.1960 -6.1117
C -0.2427 0.2171 -5.7460
O 0.3306 1.2051 -5.3876
O 0.2925 -1.0058 -5.8061
F -3.0664 -1.4476 -6.3747
H -1.1161 -2.3603 -5.1330
H -0.3860 -2.7432 -6.7194
H -1.7520 -0.9669 -7.7902
```

Calculated values
Total charge: +1
Largest force on an atom: 1.171 eV/Å
Orbital gap: 9.48 eV
HOMO energy: -0.4324 hartree

No. 2
C40H54KN7O11P2S2 | ωB97M-V/def2-TZVPD

XYZ file:
```
117
C40H54KN7O11P2S2, DFT ωB97M-V/def2-TZVPD
K -0.7332 -1.0095 -0.6732
O -2.9744 -0.9495 3.3521
C -3.5377 0.1492 2.6844
C -4.5317 -0.2393 1.5882
N -3.9217 -0.8388 0.4106
C -3.8040 -2.2888 0.4485
C -2.4303 -2.9246 0.7831
O -2.3210 -4.1086 0.4106
O -1.5390 -2.2302 1.3324
C -4.4784 -0.3494 -0.8461
C -3.5099 -0.4942 -2.0625
O -3.8737 -1.2037 -3.0170
O -2.4283 0.1331 -1.9456
H -2.3537 -1.3825 2.7211
H -2.7564 0.7850 2.2427
H -4.0585 0.7469 3.4450
H -5.0634 0.6643 1.2773
H -5.2835 -0.9134 2.0367
H -4.0763 -2.6961 -0.5285
H -4.5092 -2.7222 1.1761
H -4.6529 0.7204 -0.7232
H -5.4322 -0.8486 -1.0936
N -0.7142 0.7915 -4.4166
C -0.2037 -0.2424 -3.7395
N 0.7501 0.1646 -2.9354
C 0.7392 1.5111 -3.1195
N -0.1308 1.9388 -4.0098
C 1.5660 2.4244 -2.3162
C 1.8533 3.7173 -2.7621
N 2.5535 4.5738 -2.0344
C 2.9539 4.1312 -0.8457
C 2.6796 2.8463 -0.3989
N 1.9876 1.9836 -1.1348
H -1.6053 0.8056 -4.8820
H -0.5788 -1.2487 -3.8252
H 1.4893 4.0369 -3.7301
H 3.5118 4.8127 -0.2132
H 3.0194 2.5161 0.5777
N 0.7230 3.6403 3.3238
C 0.0740 3.1697 2.0981
C -0.0630 4.3080 1.0857
O 0.3932 5.4734 1.5594
O -0.5192 4.1950 -0.0198
H 1.6542 3.2286 3.3881
H 0.2119 3.3812 4.1545
H 0.7126 5.2351 2.4687
H -0.9200 2.7565 2.2830
H 0.6446 2.3599 1.6341
C 4.0578 -1.4737 -1.1416
C 4.0187 -1.0188 0.3020
O 2.6761 -1.0700 0.7435
H 5.0729 -1.4397 -1.5422
H 3.4158 -0.8294 -1.7444
H 3.6961 -2.4984 -1.2410
H 4.3993 0.0078 0.3904
H 4.6574 -1.6532 0.9361
H 2.6199 -0.6007 1.5863
C 6.6699 2.5545 1.8532
C 6.6509 3.4772 3.0583
C 7.2236 4.8454 2.7440
O 5.3182 3.7024 3.5342
P 4.4540 2.5537 4.3004
S 5.5974 1.6346 5.6089
S 3.4177 1.4632 3.0271
O 3.3789 3.5534 4.9779
C 3.7936 4.4201 6.0462
C 3.2951 5.8133 5.7105
C 3.2334 3.8884 7.3525
H 7.6896 2.4600 1.4720
H 6.0396 2.9520 1.0560
H 6.3011 1.5663 2.1167
H 7.2203 3.0199 3.8772
H 6.6697 5.3201 1.9325
H 8.2677 4.7596 2.4413
H 7.1686 5.4885 3.6224
H 4.8882 4.4176 6.0936
H 2.2064 5.8182 5.6355
H 3.7050 6.1365 4.7540
H 3.5914 6.5309 6.4787
H 2.1426 3.8835 7.3240
H 3.5538 4.5165 8.1868
H 3.5922 2.8746 7.5178
O -0.4597 -3.2519 -1.5257
P -0.2588 -4.6409 -1.0436
C -1.5476 -5.8070 -1.5150
C -1.6737 -7.1054 -1.0439
C -2.6776 -7.9280 -1.5353
C -3.5590 -7.4546 -2.4934
C -3.4407 -6.1522 -2.9569
C -2.4419 -5.3274 -2.4700
C 1.1734 -5.2313 -2.0303
C 1.5709 -6.5664 -2.0330
C 2.6898 -6.9738 -2.7388
C 3.4334 -6.0405 -3.4493
C 3.0453 -4.7124 -3.4506
C 1.9194 -4.3090 -2.7481
C 0.3994 -4.8863 0.6191
C 1.5835 -4.2212 0.8847
C 2.1510 -4.2773 2.1506
C 1.5525 -5.0364 3.1394
C 0.3682 -5.7141 2.8727
C -0.2217 -5.6202 1.6267
H -0.9976 -7.4871 -0.2902
H -2.7730 -8.9388 -1.1561
H -4.3453 -8.0980 -2.8703
H -4.1385 -5.7618 -3.6870
H -2.3680 -4.2965 -2.7913
H 1.0045 -7.3043 -1.4779
H 2.9814 -8.0169 -2.7286
H 4.3165 -6.3499 -3.9953
H 3.6211 -3.9737 -3.9943
H 1.6092 -3.2715 -2.7403
H 2.0503 -3.6039 0.1278
H 3.0436 -3.7032 2.3611
H 1.9932 -5.0732 4.1285
H -0.1227 -6.2817 3.6539
H -1.1924 -6.0584 1.4517
```

Calculated values
Total charge: -2
Largest force on an atom: 1.237 eV/Å
Orbital gap: 7.16 eV
HOMO energy: -0.1252 hartree

No. 3
C40H54N6O8 | ωB97M-V/def2-TZVPD

XYZ file:
```
108
C40H54N6O8, DFT ωB97M-V/def2-TZVPD
C 9.2422 17.1529 19.4548
C 10.6330 17.1911 19.4445
C 10.9356 18.4138 18.9127
N 9.7517 19.1653 18.7251
C 8.7085 18.3799 19.1590
H 8.7527 16.2925 19.8866
H 11.3378 16.4291 19.7428
H 11.8618 18.9615 18.8200
H 9.6678 20.1401 18.4745
H 7.7421 18.8592 19.2105
C 17.7894 11.1991 14.7262
C 17.1548 10.1192 14.1869
C 17.6238 9.9472 12.8872
N 18.3964 11.0679 12.5732
C 18.4303 11.8866 13.6550
H 17.6526 11.5800 15.7275
H 16.5560 9.3568 14.6629
H 17.3795 9.1981 12.1485
H 18.8746 11.1899 11.6920
H 19.1284 12.7099 13.6211
C 17.3515 20.6211 14.0227
C 18.1530 19.8468 13.1853
C 17.3566 19.0378 12.4583
N 16.0805 19.1338 12.9230
C 16.0513 20.1387 13.8712
H 17.5530 21.4655 14.6652
H 19.1931 20.0450 12.9726
H 17.4680 18.3133 11.6652
H 15.2709 18.6203 12.6053
H 15.1628 20.3794 14.4360
C 10.3865 10.0561 20.3281
C 10.2390 10.2441 21.7030
C 11.3068 11.1004 22.0911
N 12.2053 10.9740 21.0546
C 11.6405 10.4200 19.9572
H 9.5700 9.6143 19.7763
H 9.4118 9.9744 22.3429
H 11.5560 11.4938 23.0656
H 13.0476 11.5226 20.9566
H 12.1182 10.3481 18.9913
C 12.9559 20.0826 28.3650
C 14.1405 20.6565 28.6619
C 15.0916 19.7566 28.3292
N 14.5068 18.5826 27.8883
C 13.1708 18.7282 28.0744
H 11.9787 20.5151 28.5214
H 14.2242 21.6931 28.9533
H 16.1572 19.9073 28.4203
H 15.0093 17.7330 27.6742
H 12.4610 17.9182 27.9936
C 21.1814 11.6272 22.4106
C 22.0202 12.4190 21.6622
C 22.9314 11.5908 21.0193
N 22.5804 10.3336 21.4418
C 21.5745 10.2787 22.3638
H 20.3142 11.8810 23.0021
H 21.8121 13.4677 21.5094
H 23.5951 11.7460 20.1816
H 23.0937 9.5719 21.0218
H 21.0764 9.4401 22.8276
O 22.6014 20.2889 26.3007
C 22.0839 19.2902 26.8541
C 22.0123 18.9298 28.2971
C 21.2265 17.5454 28.2764
C 20.7410 17.3511 26.8480
O 21.3913 18.3962 26.1143
H 22.9356 18.9276 28.8764
H 21.4426 19.8203 28.5631
H 21.9627 16.7887 28.5476
H 20.4244 17.2876 28.9679
H 21.0166 16.3548 26.5022
H 19.6639 17.5156 26.8191
O 25.4964 15.6380 16.8881
C 24.6716 16.4198 17.3376
C 23.2689 16.6901 17.0958
C 23.0477 18.0486 17.9071
C 24.3888 18.5418 18.3662
O 25.2344 17.4005 18.1679
H 23.2675 16.7704 16.0088
H 22.6264 15.8698 17.4157
H 22.5814 18.8252 17.3008
H 22.4522 17.8679 18.8020
H 24.8048 19.3716 17.7948
H 24.4084 18.8059 19.4236
O 16.5607 15.0572 21.4336
C 16.7649 16.2401 21.0050
C 16.5662 17.4864 21.6882
C 17.1818 18.5231 20.7307
C 17.1166 17.8363 19.4329
O 17.1752 16.4158 19.7374
H 15.4969 17.6866 21.7555
H 17.0660 17.5742 22.6529
H 16.7257 19.5096 20.6483
H 18.2499 18.5942 20.9362
H 16.1571 18.0082 18.9452
H 17.9129 18.0200 18.7116
O 11.8545 24.0770 20.0100
C 11.9372 24.1952 21.2343
C 11.2513 25.2892 22.0175
C 12.1364 25.3073 23.2295
C 12.7474 23.9776 23.4144
O 12.7834 23.5171 22.0382
H 11.3265 26.2368 21.4840
H 10.2339 24.9072 22.1020
H 12.8280 26.1484 23.1813
H 11.5481 25.5769 24.1066
H 13.6433 24.0914 24.0248
H 12.2314 23.2025 23.9811
```

Calculated values
Total charge: 0
ΔE to the lowest compared entry with this formula, charge and spin: 561.4 kJ/mol
SMILES: c1cc[nH]c1.c1cc[nH]c1.c1cc[nH]c1.c1cc[nH]c1.c1cc[nH]c1.c1cc[nH]c1.O=C1CCCO1.O=C1CCCO1.O=C1CCCO1.O=C1CCCO1
Largest force on an atom: 6.969 eV/Å
Orbital gap: 7.95 eV
HOMO energy: -0.2931 hartree

No. 4
C40H55BBrN4O8S2SiTl | ωB97M-V/def2-TZVPD

XYZ file:
```
113
C40H55BBrN4O8S2SiTl, DFT ωB97M-V/def2-TZVPD
Tl 0.5052 0.3534 0.1400
C -2.0430 3.4360 1.0626
C -1.7960 2.3496 2.0475
N -1.1049 1.2464 1.8416
C -1.0721 0.5601 3.0271
C -1.7743 1.2597 3.9686
N -2.2292 2.3825 3.3258
C -2.0735 1.0428 5.4001
O -1.5532 -0.0278 5.9219
O -2.7612 1.8538 5.9984
C -0.2795 -0.7063 3.1962
O -0.2637 -1.1995 4.3607
O 0.3128 -1.1539 2.1965
H -1.2485 3.4382 0.3176
H -2.0664 4.4050 1.5633
H -2.9942 3.2863 0.5495
H -2.7844 3.0856 3.7856
H -0.9864 -0.5583 5.1881
O 0.7802 2.6477 -3.9261
S 0.7264 2.8234 -2.4882
O 0.5311 4.1815 -2.0192
N -0.2817 1.7814 -1.7559
C -1.6395 1.9235 -2.0334
C -2.0979 2.8694 -2.9761
C -3.4302 3.1921 -3.1394
C -4.3826 2.5840 -2.3619
C -4.0114 1.5558 -1.4856
C -5.0283 0.9319 -0.7092
C -4.6975 -0.1099 0.1341
C -3.4203 -0.5934 0.1339
N -2.4009 -0.0438 -0.6308
C -2.6461 1.1571 -1.3650
C 2.3686 2.3599 -1.9595
C 3.2341 3.3616 -1.5555
C 4.5499 3.0382 -1.2569
C 4.9819 1.7215 -1.3417
C 4.1153 0.7305 -1.7799
C 2.8147 1.0599 -2.1238
H -1.3658 3.3735 -3.5820
H -3.7125 3.9388 -3.8717
H -5.4296 2.8494 -2.4369
H -6.0459 1.2872 -0.7999
H -5.4272 -0.5674 0.7879
H -3.1247 -1.4294 0.7443
H 2.8550 4.3738 -1.4923
H 5.2459 3.8130 -0.9593
H 5.9991 1.4671 -1.0717
H 4.4447 -0.2997 -1.8405
H 2.1317 0.3305 -2.5388
S -1.3311 -2.4418 -0.8206
C -1.2439 -0.8102 -0.7173
C 4.7241 -1.5534 -4.5869
C 3.4884 -2.3698 -4.9906
C 2.3687 -1.3562 -5.2753
C 3.8219 -3.1306 -6.2839
Si 2.9625 -3.6211 -3.6068
Br 1.9123 -2.4470 -1.9569
C 4.4623 -4.4558 -2.6985
C 5.1766 -3.4364 -1.7939
C 5.4581 -5.0383 -3.7118
C 3.9990 -5.5971 -1.7810
C 1.6159 -4.8752 -4.1880
C 0.5748 -4.1761 -5.0737
C 0.8508 -5.4595 -2.9893
C 2.2497 -6.0337 -4.9724
H 5.0012 -0.8913 -5.4133
H 5.5889 -2.1810 -4.3718
H 4.5149 -0.9270 -3.7194
H 2.7261 -0.6101 -5.9924
H 2.0693 -0.8177 -4.3761
H 1.4811 -1.8217 -5.6995
H 4.1936 -2.4295 -7.0374
H 2.9449 -3.6265 -6.7024
H 4.5922 -3.8892 -6.1229
H 5.4763 -2.5363 -2.3273
H 6.0757 -3.8910 -1.3643
H 4.5266 -3.1432 -0.9711
H 5.9204 -4.2695 -4.3323
H 4.9743 -5.7615 -4.3732
H 6.2627 -5.5583 -3.1813
H 3.2350 -5.2612 -1.0776
H 4.8539 -5.9528 -1.1965
H 3.6094 -6.4465 -2.3448
H 0.1082 -3.3439 -4.5423
H -0.2136 -4.8896 -5.3343
H 0.9997 -3.8042 -6.0060
H 0.2918 -4.6902 -2.4570
H 1.5081 -5.9563 -2.2764
H 0.1308 -6.1995 -3.3551
H 2.8403 -5.6848 -5.8228
H 1.4615 -6.6888 -5.3567
H 2.8946 -6.6379 -4.3314
C 3.4140 2.2146 4.1680
C 3.3866 2.8417 2.7758
C 4.7005 3.5604 2.5106
O 3.2672 1.7466 1.8369
B 2.0037 1.7380 1.3423
O 1.2757 2.8260 1.7160
C 2.0989 3.7089 2.5029
C 2.3560 4.9512 1.6552
C 1.2973 4.0904 3.7400
H 4.3024 1.5890 4.2529
H 2.5407 1.5781 4.3124
H 3.4421 2.9777 4.9454
H 5.5267 2.8928 2.7551
H 4.7738 4.4505 3.1374
H 4.7874 3.8503 1.4658
H 2.8367 4.6811 0.7161
H 2.9713 5.6740 2.1915
H 1.3980 5.4109 1.4114
H 0.9823 3.2103 4.2986
H 0.4000 4.6175 3.4130
H 1.8713 4.7489 4.3933
```

Calculated values
Expectation value of S²: 0.7934
Total charge: -1
ΔE to the lowest compared entry with this formula, charge and spin: 71.6 kJ/mol
Largest force on an atom: 1.457 eV/Å
Orbital gap (spin up / spin down): 5.63 / 7.09 eV
Multiplicity: 2
HOMO energy (spin up / spin down): -0.1280 / -0.1834 hartree

Number 1: energy -5827.68058 hartree. Number 2: energy -4846.97150 hartree. Number 3: energy -2486.84542 hartree. Number 4: energy -6235.64584 hartree.